The following is a DFT calculation (wB97M-V/def2-TZVPD) of the ion C2H6N3S with charge +1 in a non-equilibrium geometry.

Atoms and positions in Å:
C  1.10  -0.72  -0.29
C  0.18  1.41  0.45
N  0.26  0.01  0.47
N  -2.10  0.52  -0.74
N  1.27  -1.97  -0.27
S  -1.44  1.90  -0.32
H  0.37  1.90  1.40
H  0.89  1.87  -0.36
H  -0.44  -0.57  1.09
H  -3.07  0.75  -1.01
H  0.87  -2.71  0.27
H  2.10  -2.39  -0.70

Values from the calculation:
Relative energy (zero: lowest compared OMol25 entry of this formula, charge and spin) in kJ/mol: 458.3
Charge: +1
HOMO level (alpha / beta) in eV: -12.3 / -11.6
F_max in Eh/bohr: 0.0816
M in g mol⁻¹: 104.16
Electronic energy in hartree: -641.84117
LUMO (alpha / beta) in eV: -7.21 / -7.78

***

The following is a DFT calculation (wB97M-V/def2-TZVPD) of a cluster of 2 separate species, C2H6N3S in total in a non-equilibrium geometry.

Atoms and positions in Å:
C  -2.56  0.65  -0.68
C  -0.50  1.07  -0.25
N  -1.62  1.58  -0.74
N  -0.44  -0.24  0.15
N  2.05  -0.96  0.53
S  -2.01  -0.83  0.04
H  -3.51  0.75  -0.98
H  0.28  1.60  0.10
H  1.12  -0.79  0.80
H  2.44  -1.79  0.06
H  2.76  -0.77  1.28
H  1.98  -0.29  -0.31

Values from the calculation:
Relative energy (zero: lowest compared OMol25 entry of this formula, charge and spin) in kJ/mol: 107.8
Charge: +1
HOMO level in eV: -14.2
F_max in Eh/bohr: 0.0950
M in g mol⁻¹: 104.16
Electronic energy in hartree: -641.97467
LUMO in eV: -3.84

***

The following is a DFT calculation (wB97M-V/def2-TZVPD) of the molecule C2H6N4 in a non-equilibrium geometry.

Atoms and positions in Å:
H  -0.35  1.36  -0.43
N  0.63  1.34  -0.26
C  0.84  0.11  -0.03
N  2.16  -0.34  0.23
N  -0.11  -0.85  0.02
N  -1.47  -0.56  -0.36
C  -2.16  0.21  0.31
H  2.89  0.35  0.14
H  2.51  -1.14  -0.30
H  -0.04  -1.75  -0.33
H  -1.76  0.85  1.13
H  -3.14  0.42  -0.12

Values from the calculation:
Relative energy (zero: lowest compared OMol25 entry of this formula, charge and spin) in kJ/mol: 223.9
HOMO level in eV: -9.0
F_max in Eh/bohr: 0.0674
M in g mol⁻¹: 86.10
Electronic energy in hartree: -298.76361
LUMO in eV: 1.01
SMILES: [H]/N=C(/N)NN=C

***

The following is a DFT calculation (wB97M-V/def2-TZVPD) of a cluster of 2 separate species, C2H6N4 in total in a non-equilibrium geometry.

Atoms and positions in Å:
C  0.67  0.12  -0.60
C  1.56  -0.91  0.04
N  -2.67  -0.84  -0.52
N  -2.25  -0.05  0.13
N  0.49  1.32  -0.29
N  -1.81  0.77  0.90
H  -0.14  -0.30  -1.19
H  0.94  -1.57  0.82
H  2.46  -0.43  0.47
H  1.88  -1.53  -0.83
H  1.16  1.74  0.30
H  -2.28  1.67  0.78

Values from the calculation:
Relative energy (zero: lowest compared OMol25 entry of this formula, charge and spin) in kJ/mol: 340.8
HOMO level in eV: -9.3
F_max in Eh/bohr: 0.0535
M in g mol⁻¹: 86.10
Electronic energy in hartree: -298.71910
LUMO in eV: 1.18

***

The following is a DFT calculation (wB97M-V/def2-TZVPD) of a structure of composition C2H6N4 in a non-equilibrium geometry.

Atoms and positions in Å:
C  -1.09  0.03  -0.05
C  0.90  -0.10  -0.13
N  -0.71  1.28  0.01
N  0.69  1.21  -0.02
N  -2.01  -0.87  -0.05
N  1.95  -0.79  -0.02
H  -1.17  2.08  0.30
H  1.20  2.01  0.35
H  -1.93  -1.84  0.32
H  -2.85  -0.64  -0.58
H  2.11  -1.78  0.26
H  2.91  -0.58  -0.39

Values from the calculation:
Relative energy (zero: lowest compared OMol25 entry of this formula, charge and spin) in kJ/mol: 347.7
Charge: +2
HOMO level in eV: -20.3
F_max in Eh/bohr: 0.0921
M in g mol⁻¹: 86.10
Electronic energy in hartree: -298.00297
LUMO in eV: -10.29

***

The following is a DFT calculation (wB97M-V/def2-TZVPD) of the molecule C2H6N4O in a non-equilibrium geometry.

Atoms and positions in Å:
N  1.34  -0.55  -0.40
C  0.32  0.15  0.30
C  -1.10  -0.31  -0.06
N  2.48  0.08  -0.34
N  -1.92  0.77  -0.26
N  -1.37  -1.55  -0.09
O  0.53  1.29  0.77
H  0.77  -0.98  0.82
H  3.33  -0.47  -0.39
H  2.46  1.01  0.09
H  -1.57  1.66  0.07
H  -2.92  0.63  -0.23
H  -2.36  -1.73  -0.27

Values from the calculation:
Relative energy (zero: lowest compared OMol25 entry of this formula, charge and spin) in kJ/mol: 356.3
HOMO level in eV: -9.3
F_max in Eh/bohr: 0.0294
M in g mol⁻¹: 102.10
Electronic energy in hartree: -373.97468
LUMO in eV: 0.52

***

The following is a DFT calculation (wB97M-V/def2-TZVPD) of the molecule C2H6N4O in a non-equilibrium geometry.

Atoms and positions in Å:
H  -1.55  2.25  0.12
N  -1.81  1.91  -0.84
C  -1.29  0.86  -1.23
N  -0.20  0.20  -0.57
O  0.34  -0.81  -1.31
C  0.05  0.47  0.68
N  0.72  -0.29  1.46
N  1.36  -1.44  0.91
H  -1.64  0.34  -2.11
H  0.92  -1.28  -0.50
H  -0.48  1.35  0.96
H  1.16  -2.24  1.49
H  2.43  -1.30  0.93

Values from the calculation:
Relative energy (zero: lowest compared OMol25 entry of this formula, charge and spin) in kJ/mol: 464.8
HOMO level in eV: -8.4
F_max in Eh/bohr: 0.0751
M in g mol⁻¹: 102.10
Electronic energy in hartree: -373.93335
LUMO in eV: 0.76
SMILES: [H]/N=C\N(O)/C=N\N

***

The following is a DFT calculation (wB97M-V/def2-TZVPD) of the molecule C2H6N4O in a non-equilibrium geometry.

Atoms and positions in Å:
C  -2.34  0.36  0.13
N  -1.11  -0.17  -0.38
N  -0.69  -1.32  0.21
N  0.50  -1.29  0.49
N  1.06  -0.07  0.32
C  2.42  0.07  -0.23
O  0.09  0.78  -0.31
H  -2.13  1.08  1.04
H  -2.92  0.76  -0.69
H  -2.81  -0.47  0.51
H  2.54  -0.92  -0.91
H  2.24  0.94  -0.75
H  3.16  0.26  0.56

Values from the calculation:
Relative energy (zero: lowest compared OMol25 entry of this formula, charge and spin) in kJ/mol: 695.7
HOMO level in eV: -7.9
F_max in Eh/bohr: 0.0822
M in g mol⁻¹: 102.10
Electronic energy in hartree: -373.84538
LUMO in eV: 0.88
SMILES: CN1N=NN(C)O1

***

The following is a DFT calculation (wB97M-V/def2-TZVPD) of the molecule C2H6N4O2 in a non-equilibrium geometry.

Atoms and positions in Å:
C  -0.08  -1.24  0.08
C  -1.27  -0.73  -0.23
N  0.93  -0.39  0.56
N  2.08  -0.10  -1.31
N  -1.58  0.59  -0.25
N  1.83  0.02  -0.20
O  -2.90  1.03  -0.02
O  2.70  1.20  0.59
H  0.51  -2.18  0.07
H  -2.08  -1.31  -0.62
H  0.79  0.05  1.42
H  -1.00  1.19  0.27
H  -3.47  0.65  -0.67
H  3.54  1.22  0.32

Values from the calculation:
Relative energy (zero: lowest compared OMol25 entry of this formula, charge and spin) in kJ/mol: 754.8
HOMO level in eV: -8.9
F_max in Eh/bohr: 0.1504
M in g mol⁻¹: 118.10
Electronic energy in hartree: -449.03371
LUMO in eV: 0.65

***

The following is a DFT calculation (wB97M-V/def2-TZVPD) of a cluster of 2 separate species, C2H6N4O2 in total in a non-equilibrium geometry.

Atoms and positions in Å:
C  -0.49  -0.35  -0.33
C  2.81  0.06  0.24
H  -2.43  -0.16  0.88
H  -0.83  -1.99  -0.54
H  0.10  1.45  0.20
H  -2.39  1.18  -1.13
H  3.49  0.73  0.83
H  3.47  -0.98  0.35
N  -1.50  -1.11  -0.60
N  -0.56  1.04  -0.21
N  0.78  -0.89  -0.30
N  1.52  0.33  -0.16
O  -2.17  -1.10  0.71
O  -1.80  1.79  0.05

Values from the calculation:
Relative energy (zero: lowest compared OMol25 entry of this formula, charge and spin) in kJ/mol: 1029.2
HOMO level in eV: -8.7
F_max in Eh/bohr: 0.1982
M in g mol⁻¹: 118.10
Electronic energy in hartree: -448.92919
LUMO in eV: -0.77

***

The following is a DFT calculation (wB97M-V/def2-TZVPD) of the molecule C2H6N4O2 in a non-equilibrium geometry.

Atoms and positions in Å:
O  2.31  -0.38  -0.19
N  0.93  -0.21  -0.18
C  0.03  -0.82  -1.02
C  -1.28  -0.53  -0.91
N  -1.68  0.25  0.12
N  -0.67  0.67  1.15
O  -0.19  1.94  0.81
N  0.28  -0.25  1.18
H  2.68  -1.26  -0.12
H  0.48  -1.45  -1.79
H  -2.15  -0.98  -1.33
H  -2.24  1.08  0.06
H  0.62  1.75  0.29
H  0.87  0.18  1.93

Values from the calculation:
Relative energy (zero: lowest compared OMol25 entry of this formula, charge and spin) in kJ/mol: 697.6
HOMO level in eV: -7.7
F_max in Eh/bohr: 0.0813
M in g mol⁻¹: 118.10
Electronic energy in hartree: -449.05549
LUMO in eV: 0.76
SMILES: On1cc[nH]n(O)[nH]1

***

The following is a DFT calculation (wB97M-V/def2-TZVPD) of a structure of composition C2H6N4O2 in a non-equilibrium geometry.

Atoms and positions in Å:
C  1.41  0.80  0.99
C  -1.57  1.03  -1.14
H  0.83  -1.30  2.28
H  2.17  -2.17  1.95
H  1.65  1.88  1.03
H  -0.13  -0.62  0.12
H  -2.38  1.86  -1.14
H  -2.13  -2.02  -0.67
N  1.58  -1.53  1.37
N  2.21  -0.06  1.63
N  0.31  0.44  0.35
N  -2.15  -0.07  -1.22
O  -0.20  1.22  -0.84
O  -1.39  -1.23  -1.35

Values from the calculation:
Relative energy (zero: lowest compared OMol25 entry of this formula, charge and spin) in kJ/mol: 843.0
HOMO level in eV: -8.8
F_max in Eh/bohr: 0.1426
M in g mol⁻¹: 118.10
Electronic energy in hartree: -449.00009
LUMO in eV: -0.12

***

The following is a DFT calculation (wB97M-V/def2-TZVPD) of the molecule C2H6N4O2 in a non-equilibrium geometry.

Atoms and positions in Å:
H  2.80  0.96  -0.65
N  2.22  1.04  0.14
C  0.96  0.65  -0.11
N  0.57  -0.06  -1.24
N  -0.20  -1.17  -1.13
N  -0.12  1.34  0.44
O  -1.35  0.67  0.25
C  -1.36  -0.63  0.59
O  -0.76  -1.43  1.37
H  1.58  -0.36  -1.49
H  -0.39  -1.17  -2.04
H  0.44  -2.03  -0.87
H  -0.12  1.48  1.41
H  -2.25  -1.04  0.29

Values from the calculation:
Relative energy (zero: lowest compared OMol25 entry of this formula, charge and spin) in kJ/mol: 520.2
HOMO level in eV: -9.4
F_max in Eh/bohr: 0.1311
M in g mol⁻¹: 118.10
Electronic energy in hartree: -449.12306
LUMO in eV: 0.44
SMILES: [H]/N=C(\NN)NOC=O

***

The following is a DFT calculation (wB97M-V/def2-TZVPD) of the molecule C2H6N4OS in a non-equilibrium geometry.

Atoms and positions in Å:
H  1.99  -1.27  -1.13
N  2.62  -0.50  -1.10
C  2.26  0.33  -0.23
N  1.12  0.53  0.62
S  0.02  -0.74  0.99
C  -1.28  -0.50  -0.13
N  -2.01  -1.39  -0.64
H  -1.97  -2.20  -0.12
N  -1.33  0.76  -0.77
O  -1.28  1.86  0.12
H  2.92  1.22  -0.07
H  1.16  1.26  1.33
H  -2.26  0.80  -1.22
H  -0.60  2.42  -0.22

Values from the calculation:
Relative energy (zero: lowest compared OMol25 entry of this formula, charge and spin) in kJ/mol: 357.5
HOMO level in eV: -9.5
F_max in Eh/bohr: 0.0536
M in g mol⁻¹: 134.16
Electronic energy in hartree: -772.16211
LUMO in eV: 0.38
SMILES: [H]/N=C\NS/C(=N\[H])NO

***

The following is a DFT calculation (wB97M-V/def2-TZVPD) of the molecule C2H6N4OS in a non-equilibrium geometry.

Atoms and positions in Å:
H  1.84  1.88  -0.41
N  2.50  1.08  -0.47
C  1.89  -0.02  -0.16
N  2.40  -1.28  -0.14
O  0.53  -0.20  0.08
N  -0.08  1.12  0.11
C  -1.32  0.91  0.14
N  -1.98  -0.31  0.14
S  -3.59  -0.20  -0.42
H  3.47  -1.34  -0.41
H  2.03  -1.99  0.48
H  -2.00  1.75  0.33
H  -1.52  -1.22  -0.08
H  -4.17  -0.18  0.80

Values from the calculation:
Relative energy (zero: lowest compared OMol25 entry of this formula, charge and spin) in kJ/mol: 306.0
HOMO level in eV: -9.1
F_max in Eh/bohr: 0.0804
M in g mol⁻¹: 134.16
Electronic energy in hartree: -772.18170
LUMO in eV: 0.54
SMILES: [H]/N=C(/N)O/N=C\NS

***

The following is a DFT calculation (wB97M-V/def2-TZVPD) of a structure of composition C2H6N4S in a non-equilibrium geometry.

Atoms and positions in Å:
C  -1.05  0.40  0.75
C  2.07  0.34  -0.03
H  -2.47  -1.95  -0.54
H  -0.87  -2.14  -0.16
H  -0.90  1.04  1.69
H  -0.60  0.49  -1.35
H  1.52  2.09  -0.49
H  3.00  0.84  0.12
N  -1.74  -1.24  -0.55
N  -1.85  -0.58  0.67
N  -0.34  0.88  -0.33
N  1.01  1.13  -0.01
S  2.23  -1.30  0.22

Values from the calculation:
Relative energy (zero: lowest compared OMol25 entry of this formula, charge and spin) in kJ/mol: 474.6
HOMO level in eV: -8.7
F_max in Eh/bohr: 0.1255
M in g mol⁻¹: 118.16
Electronic energy in hartree: -696.84528
LUMO in eV: 0.34

***

The following is a DFT calculation (wB97M-V/def2-TZVPD) of the molecule C2H6N4S in a non-equilibrium geometry.

Atoms and positions in Å:
C  0.05  -2.34  0.41
C  -0.58  -0.69  0.46
N  1.37  -1.88  -0.05
N  0.41  0.17  -0.19
N  1.39  -0.58  -0.12
N  2.49  1.57  0.87
S  2.86  0.56  -0.44
H  -0.07  -2.65  1.47
H  -0.37  -3.14  -0.26
H  -1.54  -0.46  0.00
H  -0.52  -0.46  1.56
H  3.40  2.03  1.20
H  2.01  2.51  0.82

Values from the calculation:
Relative energy (zero: lowest compared OMol25 entry of this formula, charge and spin) in kJ/mol: 521.4
HOMO level in eV: -8.3
F_max in Eh/bohr: 0.0734
M in g mol⁻¹: 118.16
Electronic energy in hartree: -696.82749
LUMO in eV: 0.36

***

The following is a DFT calculation (wB97M-V/def2-TZVPD) of the molecule C2H6N4S in a non-equilibrium geometry.

Atoms and positions in Å:
C  -0.18  -0.73  -0.06
C  -1.67  -0.32  -0.15
N  1.42  0.74  -0.85
N  0.49  -0.16  -1.35
N  0.58  -0.18  0.99
N  1.36  0.66  0.40
S  2.45  1.43  1.42
H  -0.19  -1.82  -0.09
H  -2.09  -0.87  -0.96
H  -1.57  0.77  -0.37
H  -2.28  -0.34  0.72
H  -0.08  0.21  -2.00
H  1.76  0.63  2.30

Values from the calculation:
2S+1: 3
Relative energy (zero: lowest compared OMol25 entry of this formula, charge and spin) in kJ/mol: 148.4
HOMO level (alpha / beta) in eV: -5.6 / -9.2
F_max in Eh/bohr: 0.1732
M in g mol⁻¹: 118.16
Electronic energy in hartree: -696.77833
LUMO (alpha / beta) in eV: 0.91 / -0.89

***

The following is a DFT calculation (wB97M-V/def2-TZVPD) of a cluster of 2 separate species, C2H6N4S in total in a non-equilibrium geometry.

Atoms and positions in Å:
C  -1.74  1.31  0.10
C  2.07  -1.17  0.06
N  1.22  -1.79  0.56
N  -2.87  0.47  0.13
N  -0.60  0.82  -0.07
N  2.89  -0.47  -0.59
S  -2.89  -1.07  -0.25
H  -2.00  2.36  0.25
H  0.95  -2.49  1.23
H  -3.74  0.95  0.37
H  0.16  1.49  -0.12
H  3.18  0.45  -0.28
H  3.38  -0.87  -1.39

Values from the calculation:
Relative energy (zero: lowest compared OMol25 entry of this formula, charge and spin) in kJ/mol: 124.4
Charge: +2
HOMO level (alpha / beta) in eV: -19.0 / -19.0
F_max in Eh/bohr: 0.0503
M in g mol⁻¹: 118.16
Electronic energy in hartree: -696.25946
LUMO (alpha / beta) in eV: -11.51 / -11.51

***

The following is a DFT calculation (wB97M-V/def2-TZVPD) of the ion C2H6N5 with charge +1 in a non-equilibrium geometry.

Atoms and positions in Å:
C  -1.37  0.16  2.49
C  0.29  0.01  -0.55
N  -1.43  0.68  1.44
N  -0.78  0.69  -0.67
N  -1.70  0.94  0.31
N  0.71  -0.76  0.45
N  0.92  -0.15  -1.89
H  -1.38  0.35  3.53
H  0.14  -0.53  1.26
H  1.70  -1.12  0.41
H  1.70  -0.70  -2.02
H  1.11  0.84  -2.19
H  0.08  -0.42  -2.56

Values from the calculation:
Relative energy (zero: lowest compared OMol25 entry of this formula, charge and spin) in kJ/mol: 516.7
Charge: +1
HOMO level in eV: -12.3
F_max in Eh/bohr: 0.1007
M in g mol⁻¹: 100.10
Electronic energy in hartree: -353.14851
LUMO in eV: -3.98